C25H58LiN2O21P | ωB97M-V/def2-TZVPD

The geometry in XYZ format:
```
108
Properties=species:S:1:pos:R:3:forces:R:3:mulliken_charge:R:1
C 0.4279 1.5632 4.1898 0.7 -2.0 0.2 -0.959
N -0.0496 0.2574 3.5774 3.9 0.6 -1.0 0.584
C -0.7406 -0.5228 4.5871 1.2 2.7 1.6 -1.193
C -0.8481 0.6029 2.3241 -0.9 -0.9 1.5 -0.425
C 1.2845 -0.5236 3.1877 -1.9 -1.1 -0.2 0.816
C 1.0083 -2.0209 2.8416 1.5 -0.5 -1.0 -0.260
O 2.1695 -2.6089 2.2379 -0.4 0.2 1.7 -0.773
H 0.8291 2.2189 3.4523 0.0 0.4 -0.6 0.195
H 1.1927 1.3940 4.9516 -0.2 -0.2 -0.1 0.405
H -0.4649 1.8229 4.6363 -1.6 1.9 1.0 0.477
H -0.0773 -0.7908 5.4094 0.2 0.6 0.1 0.365
H -1.1710 -1.3992 4.3735 -1.5 -3.2 -2.1 0.470
H -1.5021 0.1410 4.8769 -1.2 0.6 1.1 0.424
H -1.7653 1.2184 2.4911 0.6 -0.7 0.7 0.315
H -1.0751 -0.4234 2.0874 -0.6 0.1 -1.6 0.115
H -0.2821 1.2061 1.6457 0.9 -0.4 -0.5 -0.103
H 2.0459 -0.3580 3.9585 -0.4 -0.1 -0.1 0.516
H 1.5639 -0.1372 2.2523 0.7 1.1 -1.2 -1.036
H 0.2125 -2.1422 2.0747 -0.2 0.5 0.8 -0.071
H 0.8653 -2.6310 3.7196 -0.7 -0.1 0.4 0.474
H 2.2342 -2.2322 1.3064 -0.2 0.5 -0.7 0.450
C 2.4044 -5.3979 -1.0131 2.1 -3.4 -2.8 -0.785
N 1.3837 -4.8442 -1.9872 -2.5 0.2 3.5 0.486
C 0.7113 -5.9952 -2.7293 0.7 5.6 -6.0 -1.051
C 0.3234 -4.3254 -0.9361 -1.5 3.1 -0.1 -1.155
C 2.0109 -3.7751 -2.8010 1.4 2.9 1.2 -0.499
C 1.1486 -2.9140 -3.6912 -2.3 0.4 0.9 -0.308
O 1.7796 -1.8152 -4.2783 0.6 -0.9 0.6 -0.691
H 3.1506 -5.8558 -1.7976 -0.9 0.5 1.6 0.413
H 1.9383 -6.3285 -0.5144 0.8 2.0 -0.2 0.313
H 3.0733 -4.7175 -0.4356 -1.6 0.0 -0.2 0.234
H 1.4129 -6.3110 -3.4732 1.1 -0.4 -0.2 0.462
H -0.0740 -5.5964 -3.5780 1.2 -0.7 3.0 0.280
H 0.4740 -6.8036 -2.2166 -1.6 -3.1 3.0 0.451
H -0.5940 -3.8040 -1.3651 1.7 -0.2 -0.5 0.381
H 0.7426 -3.5093 -0.1879 -0.2 -1.9 -1.6 0.128
H -0.2507 -5.1326 -0.4945 1.1 -0.8 0.4 0.630
H 2.8069 -4.1270 -3.3980 1.0 -1.3 -0.5 0.484
H 2.4919 -2.9780 -2.1177 -0.8 -1.5 -0.3 0.133
H 0.4329 -2.4117 -2.8807 0.0 -1.6 -2.1 0.016
H 0.8587 -3.5581 -4.5414 -1.2 0.4 0.5 0.360
H 1.9111 -1.3215 -3.4258 0.8 1.5 0.0 0.524
Li 3.5166 -0.4223 -0.5952 -0.5 0.1 -0.2 0.790
P 1.3182 -0.6072 -0.7846 -1.4 -4.2 -0.6 -0.618
O 1.8162 0.5692 -0.1384 0.2 8.0 4.4 0.521
O 2.2102 -1.6063 0.0056 0.6 -3.9 1.4 -0.997
O 2.1884 -0.5554 -2.0081 0.8 -0.8 -5.3 -1.094
O -0.1375 -0.9944 -0.8703 0.1 0.2 -0.1 -0.139
C -7.0092 0.0816 -3.0098 -2.8 0.9 -0.8 -0.595
O -5.9026 0.4590 -2.1601 -0.4 0.9 1.7 -0.317
C -4.6486 0.6425 -2.6742 -1.7 -3.7 -2.5 0.650
O -4.4816 0.2425 -3.8062 0.8 1.2 -0.3 -0.571
O -3.7099 0.8868 -1.8055 -0.4 0.9 0.7 -0.209
C -2.3504 0.9014 -2.2741 2.7 0.5 1.6 -0.062
H -7.1509 0.8722 -3.8882 0.5 -2.0 1.8 0.260
H -8.1383 0.0851 -2.4179 3.7 0.4 -1.0 0.210
H -6.9827 -0.9838 -3.3772 0.7 1.3 0.2 0.272
H -2.1355 1.6820 -2.9999 -0.7 -0.1 -0.5 0.804
H -1.9247 -0.1115 -2.6630 -1.0 1.8 1.2 0.078
H -1.7553 1.3650 -1.3251 -1.3 -2.0 -2.1 -0.588
C -3.0099 -1.4072 -0.0442 -4.2 3.2 3.5 -0.229
O -3.0438 -1.9206 1.3334 1.1 2.7 2.5 -0.214
C -3.4826 -3.0885 1.6342 -0.4 -1.5 0.8 0.724
O -3.8417 -3.8386 0.7912 -1.0 -2.2 -1.6 -0.581
O -3.5215 -3.4676 2.9782 0.9 0.4 -1.8 -0.337
C -4.1503 -4.8182 3.2542 0.9 1.3 -9.3 -0.880
H -2.6177 -0.3621 0.0068 -0.2 -1.4 0.0 -0.206
H -4.0589 -1.4403 -0.3859 0.5 0.2 -0.1 0.482
H -2.4721 -2.0561 -0.5116 3.6 -3.4 -3.4 0.184
H -5.1193 -4.6647 2.9106 -1.9 -0.3 -0.8 0.384
H -4.1555 -4.6730 4.1526 0.1 0.1 10.3 0.400
H -3.7562 -5.7385 2.8267 0.7 0.5 0.1 0.254
C -0.4499 3.5727 -0.6065 2.0 -1.8 -0.4 -1.864
O -0.1287 4.7079 0.0725 0.1 2.2 3.8 -0.353
C -0.4563 4.7478 1.4463 1.8 -1.4 -1.9 0.702
O -1.0775 3.9057 2.0116 -1.3 -1.0 0.2 -0.536
O 0.2256 5.6711 2.0842 0.6 0.6 -1.5 -0.359
C 0.2007 5.6664 3.5002 -2.1 1.7 0.5 -0.440
H -0.2261 2.5659 -0.2984 1.9 -0.2 1.3 0.409
H -0.1250 3.6364 -1.5914 1.3 0.5 -1.7 0.643
H -1.3910 3.3466 -0.7512 -5.8 0.4 -0.3 1.236
H 0.6560 4.8150 3.9740 -0.4 -1.0 -0.2 0.151
H -0.9792 5.8341 3.8053 3.4 -0.2 -0.1 0.250
H 0.9691 6.4470 3.7099 -1.4 0.1 0.3 0.243
C -0.5494 5.2741 -6.1105 -3.4 1.0 -2.1 -0.701
O 0.4920 4.6202 -5.5240 2.6 -0.1 0.4 -0.378
C 0.2608 3.5331 -4.7909 -2.7 0.4 -1.4 0.795
O -0.8373 3.1646 -4.5434 -3.5 -0.1 0.9 -0.577
O 1.2593 2.8407 -4.5297 5.7 -1.6 0.5 -0.341
C 1.2248 1.6652 -3.6816 -2.1 -2.0 -0.1 0.231
H -1.3113 4.6009 -6.7355 2.4 1.2 0.5 0.253
H -0.2128 6.2659 -6.5599 0.1 -1.9 -0.2 0.283
H -1.3131 5.6541 -5.4684 -0.2 0.1 1.6 0.306
H 0.2195 1.6323 -3.2625 0.2 0.7 1.0 -0.283
H 2.0296 1.6401 -2.9189 -0.6 0.2 -0.9 0.298
H 1.0373 0.6247 -4.1966 1.6 2.2 0.0 0.075
C 6.1234 3.1245 4.9258 -2.5 -3.2 -1.1 -0.618
O 5.7290 3.3099 3.5234 -2.1 0.5 -0.2 -0.377
C 4.3657 3.1485 3.0714 3.1 0.3 2.3 0.708
O 3.4141 3.1132 3.7985 -0.5 -0.1 0.2 -0.501
O 4.4416 3.0599 1.7974 -0.2 -0.2 -1.4 -0.394
C 3.1956 2.7772 1.0545 2.7 -5.0 2.4 -0.208
H 6.2056 1.9491 4.9316 -0.3 2.2 1.1 0.271
H 5.4873 3.5891 5.7420 0.5 -0.7 -1.3 0.233
H 7.0949 3.4773 4.9476 1.8 0.9 0.2 0.266
H 2.5637 3.5045 1.2786 -3.1 3.1 0.5 0.386
H 2.8438 1.7190 1.3283 0.1 1.8 -0.1 -0.037
H 3.5315 2.6512 0.0939 0.4 0.4 -2.4 0.260
```
Forces are in eV/Å.

Values from the calculation:
- E_tot: -82327.540 eV
- Spin multiplicity: 1
- E_HOMO: -0.258 Eh
- Kohn-Sham gap: 0.2652 hartree

C25H59GeN10RuS4Sb | ωB97M-V/def2-TZVPD

The geometry in XYZ format:
```
101
Properties=species:S:1:pos:R:3:forces:R:3:mulliken_charge:R:1
Ru 0.4306 -0.6859 -0.4402 -0.1 -0.5 0.1 0.983
C 0.8918 -0.3008 -3.9562 0.1 0.2 -0.2 -0.768
N 1.5576 0.9609 -3.6393 0.3 -0.3 -0.1 0.400
C 1.1526 2.1126 -4.4149 0.1 -0.2 -0.1 -1.111
C 2.5338 1.0466 -2.6736 -0.3 -0.1 -0.2 -0.328
N 2.4794 0.3609 -1.5848 0.2 0.0 0.0 0.624
C 3.7210 0.1558 -0.8411 -0.2 -0.1 -0.2 -0.697
C 3.5524 -1.0054 0.1177 -0.2 0.2 0.1 -1.803
N 2.4353 -0.7382 1.0382 0.1 0.2 0.1 1.384
C 2.6708 0.5052 1.8064 -0.1 -0.3 0.1 -1.652
C 1.9708 1.7283 1.2445 -0.5 -0.2 -0.1 0.282
N 0.5295 1.5748 1.3927 0.5 0.0 0.1 0.696
C -0.1977 2.4912 1.8713 -0.3 0.1 0.1 -0.832
N 0.3481 3.7001 2.4316 0.0 -0.1 0.0 0.404
C 0.8445 3.4456 3.7924 -0.1 0.0 -0.2 -1.066
C -0.4590 4.9087 2.4195 0.0 -0.1 0.0 -0.982
N -1.5870 2.2571 2.0257 -0.1 0.1 0.1 0.261
C -2.5097 2.9927 1.1442 0.2 -0.1 0.0 -0.454
C -1.9474 0.8358 2.0369 0.1 0.2 0.2 -0.621
C 2.1799 -1.8824 1.9254 0.1 0.0 -0.3 -1.872
C 0.8238 -1.7902 2.5820 -0.2 0.0 -0.1 -0.616
N -0.2419 -1.8821 1.5984 -0.2 0.0 0.0 1.414
C -1.2872 -2.5934 1.9177 0.0 0.0 0.0 -1.241
N -2.2969 -2.8398 1.0366 0.1 -0.1 -0.1 1.299
C -3.5162 -3.5259 1.4481 0.1 0.1 0.0 -1.288
C -2.0085 -2.8685 -0.3977 -0.4 -0.3 0.5 0.799
N -1.4638 -3.1282 3.1996 -0.1 0.0 0.1 0.674
C -1.6178 -4.5553 3.4030 -0.1 0.2 0.2 -0.819
C -1.5700 -2.2753 4.3543 0.1 -0.1 -0.1 -0.895
N 3.5782 1.9098 -2.9806 0.1 0.1 0.0 0.479
C 4.0129 2.9058 -2.0310 0.0 0.0 -0.1 -1.042
C 4.1322 1.9815 -4.3140 0.0 0.1 0.1 -1.199
H -0.1805 -0.1363 -4.0735 0.0 0.0 0.0 0.126
H 1.0484 -1.0246 -3.1651 0.1 -0.1 0.1 -0.056
H 1.2820 -0.7208 -4.8899 0.0 0.1 -0.1 0.300
H 1.6277 3.0149 -4.0367 0.0 0.0 0.0 0.318
H 0.0692 2.2400 -4.3377 0.0 0.0 0.0 0.192
H 1.4033 2.0046 -5.4782 0.0 0.0 0.0 0.354
H 4.0086 1.0443 -0.2727 0.1 0.0 0.0 0.265
H 4.5574 -0.0623 -1.5081 0.1 0.0 -0.2 0.601
H 4.4868 -1.1705 0.6743 0.1 0.1 0.1 0.417
H 3.3348 -1.9070 -0.4480 0.0 -0.1 0.0 0.295
H 3.7453 0.7012 1.8772 0.1 0.0 0.0 0.337
H 2.3083 0.3503 2.8217 0.1 0.0 0.1 0.562
H 2.1496 1.7664 0.1709 -0.1 0.1 0.0 -1.103
H 2.3729 2.6337 1.6905 0.0 0.2 0.2 0.386
H 1.3280 2.4718 3.8462 0.0 0.0 -0.1 0.212
H 0.0324 3.4629 4.5325 0.0 0.0 0.0 0.401
H 1.5767 4.2082 4.0646 0.0 0.0 0.0 0.359
H -0.6602 5.2373 1.4015 0.0 0.0 0.0 0.317
H 0.1206 5.6967 2.9031 0.0 0.0 0.0 0.355
H -1.4090 4.8026 2.9620 0.0 0.0 0.0 0.369
H -2.7176 2.4145 0.2381 0.1 0.1 0.1 -0.377
H -2.1025 3.9444 0.8287 0.0 0.1 0.0 0.235
H -3.4530 3.1756 1.6613 0.0 0.0 0.0 0.351
H -1.4097 0.3312 2.8393 0.0 0.1 -0.1 0.167
H -1.7081 0.3304 1.1033 0.1 0.0 -0.1 -0.320
H -3.0217 0.7617 2.2218 0.1 0.0 0.0 0.525
H 2.9586 -1.9565 2.6944 0.1 0.0 0.1 0.274
H 2.2124 -2.7899 1.3195 0.0 0.0 0.0 0.496
H 0.7431 -0.8393 3.1236 0.0 0.0 0.1 0.141
H 0.7627 -2.5874 3.3213 0.0 -0.1 0.1 0.422
H -3.7815 -3.2569 2.4697 0.0 0.0 0.0 0.352
H -3.4226 -4.6134 1.3660 0.0 0.1 0.0 0.377
H -4.3202 -3.2012 0.7889 0.0 0.1 0.0 0.336
H -1.4076 -3.7343 -0.6536 -0.1 0.1 0.1 -0.960
H -1.4643 -1.9853 -0.6765 0.1 0.5 -0.3 -0.803
H -2.9454 -2.9015 -0.9552 0.0 0.0 0.1 0.336
H -1.4312 -5.0911 2.4709 0.0 0.1 0.2 -0.191
H -2.6209 -4.8178 3.7682 0.0 0.0 0.0 0.310
H -0.8871 -4.9047 4.1409 0.0 0.0 0.0 0.331
H -1.3699 -1.2427 4.0810 0.0 0.0 0.0 0.268
H -0.8558 -2.5649 5.1344 0.0 0.0 0.0 0.315
H -2.5750 -2.3168 4.7943 0.0 0.0 0.0 0.318
H 3.3546 2.9028 -1.1639 0.0 0.0 0.0 0.269
H 3.9633 3.9012 -2.4862 0.0 0.0 0.0 0.384
H 5.0388 2.7456 -1.6875 0.1 0.0 0.0 0.264
H 3.7533 1.1568 -4.9152 0.0 0.0 0.0 0.314
H 5.2222 1.8998 -4.2748 0.0 0.0 0.0 0.356
H 3.8846 2.9240 -4.8179 0.0 0.0 0.0 0.356
S -1.2031 -5.9977 0.4280 0.1 -0.4 -0.3 -0.626
Sb -0.0020 -6.1695 -1.5226 0.2 0.2 -0.1 0.598
S 0.0845 -3.9090 -2.6714 -0.1 -0.5 0.0 -0.374
S 1.3276 -2.8439 -1.4301 0.2 0.3 0.1 -0.249
S 2.1344 -6.8849 -1.2240 0.0 0.0 -0.1 -0.622
C -2.6497 -1.0235 -3.3304 0.1 -0.3 -0.2 -1.429
Ge -2.5610 0.4475 -2.0488 -0.1 -0.2 0.1 1.041
C -3.7853 0.0325 -0.5718 -0.2 -0.1 0.3 -0.876
C -3.4327 1.9677 -2.9211 -0.2 0.4 -0.2 -1.508
C -0.7715 0.8152 -1.5052 0.5 0.1 0.0 0.953
H -3.6209 -1.5247 -3.2628 0.1 0.0 -0.1 0.481
H -1.8669 -1.7661 -3.1373 -0.1 0.1 0.0 0.194
H -2.5267 -0.6522 -4.3552 0.0 -0.1 0.1 0.436
H -4.6703 -0.4659 -0.9857 0.1 0.1 0.1 0.558
H -4.1160 0.9494 -0.0639 0.0 -0.3 -0.1 0.420
H -3.3265 -0.6264 0.1755 -0.2 0.1 -0.2 -0.213
H -4.4670 1.7046 -3.1779 0.1 0.1 0.0 0.412
H -2.9055 2.2490 -3.8399 -0.1 0.0 0.1 0.358
H -3.4512 2.8383 -2.2544 0.0 -0.1 -0.1 0.367
H -0.7435 1.7126 -0.8775 0.0 0.0 0.0 -0.003
H -0.1913 1.0473 -2.4054 -0.3 0.1 0.3 -1.191
```
Forces are in eV/Å.

Values from the calculation:
- Total charge: -1
- E_tot: -150758.331 eV
- Spin multiplicity: 6
- E_HOMO (spin up / spin down): -0.124 / -0.142 Eh
- Kohn-Sham gap (spin up / spin down): 0.2006 / 0.2055 hartree
- <S²>: 8.775